Run one
Below is 4 unconnected molecules or ions with the total composition C7H15NO3, with properties calculated with the ωB97M-V functional and the def2-TZVPD basis.

Geometry as XYZ:
```
26
Properties=species:S:1:pos:R:3
C -0.20 0.37 2.69
N -0.72 0.24 1.34
C -0.10 -0.66 0.46
C 0.03 -2.03 0.75
C 0.73 -2.82 -0.14
C 0.92 -2.45 -1.47
C 0.69 -1.12 -1.78
C 0.23 -0.22 -0.82
H -0.32 1.37 3.07
H 0.85 0.10 2.75
H -0.77 -0.29 3.35
H -0.96 1.09 0.85
H -0.25 -2.36 1.73
H 0.99 -3.82 0.15
H 1.23 -3.10 -2.27
H 0.96 -0.71 -2.75
H 0.09 0.82 -1.11
H 2.05 0.92 -1.58
H 3.51 1.26 -1.38
O 2.78 1.42 -1.98
H -1.64 3.64 1.16
H -0.56 3.42 0.14
O -0.87 3.08 1.00
H -2.88 0.75 -2.19
H -2.69 0.20 -0.70
O -3.08 0.88 -1.26
```

Output
Net charge: 0
HOMO-LUMO gap (eV): 8.565
SMILES: CNc1ccccc1.O.O.O

These are the natural (NBO) partial charges, in e, on atoms 1 to 5: -0.411 -0.638 0.185 -0.264 -0.176



Run two
Below is a single C7H15NO3 molecule, with properties calculated with the ωB97M-V functional and the def2-TZVPD basis.

Geometry as XYZ:
```
26
Properties=species:S:1:pos:R:3
C -0.66 -2.69 1.44
N 0.56 -1.88 1.43
C 0.62 -0.83 0.42
C 0.47 0.55 1.07
C 0.67 1.78 0.16
C 1.09 1.55 -1.30
C 0.01 0.96 -2.21
O 0.51 -0.23 -2.81
O -0.77 0.66 1.82
C -1.93 0.84 1.17
O -2.32 0.18 0.24
H -1.41 -2.26 0.77
H -1.09 -2.74 2.44
H -0.46 -3.72 1.11
H 1.36 -2.48 1.30
H -0.14 -0.97 -0.36
H 1.60 -0.85 -0.07
H 1.22 0.57 1.86
H -0.24 2.38 0.16
H 1.43 2.41 0.62
H 1.98 0.92 -1.37
H 1.39 2.52 -1.70
H -0.90 0.73 -1.63
H -0.26 1.68 -2.99
H -0.23 -0.73 -3.18
H -2.52 1.66 1.61
```

Output
Net charge: 0
HOMO-LUMO gap (eV): 9.642
SMILES: CNC[C@@H](CCCO)OC=O

These are the natural (NBO) partial charges, in e, on atoms 1 to 5: -0.418 -0.637 -0.256 0.097 -0.425



Which of them is the least stable? Correct choice: run two.



Run one
Below is a molecular structure, C5H12N2O2, with properties calculated with the ωB97M-V functional and the def2-TZVPD basis.

Geometry as XYZ:
```
21
Properties=species:S:1:pos:R:3
C -2.23 -0.13 1.50
C 0.41 -0.76 1.13
O -0.98 0.38 1.08
O 0.10 -1.93 1.21
H 1.00 -0.23 1.88
H -2.22 -1.23 1.52
H -3.00 0.21 0.79
H -2.47 0.25 2.49
C 1.58 1.10 -0.23
C 1.29 -1.06 -1.35
N 0.74 -0.10 -0.37
C -0.79 0.30 -0.80
N -1.14 1.35 -1.41
H -0.67 2.20 -1.11
H -1.28 -0.65 -1.00
H 2.58 0.81 0.09
H 1.65 1.62 -1.18
H 1.28 -0.61 -2.34
H 2.32 -1.31 -1.09
H 0.69 -1.96 -1.32
H 1.12 1.75 0.50
```

Output
Net charge: 0
HOMO-LUMO gap (eV): 9.718

These are the natural (NBO) partial charges, in e, on atoms 1 to 5: -0.264 0.606 -0.660 -0.649 0.137



Run two
Below is a single C5H12N2O2 molecule, with properties calculated with the ωB97M-V functional and the def2-TZVPD basis.

Geometry as XYZ:
```
21
Properties=species:S:1:pos:R:3
C 0.89 -1.52 1.35
N 1.27 1.02 -0.31
C 0.57 -0.04 1.40
O 2.20 0.04 -0.79
O 0.88 0.61 2.39
H 1.88 -0.26 -1.66
H 1.71 1.64 0.37
H 0.22 -2.16 0.77
H 1.88 -1.68 0.93
H 0.90 -1.92 2.36
C -0.65 0.58 -1.98
N -1.77 -0.76 0.34
C -0.91 0.40 0.60
C -0.33 1.11 -0.59
H -2.00 -1.21 1.22
H -2.63 -0.47 -0.12
H -1.39 1.10 1.29
H -0.51 2.19 -0.55
H 0.04 1.00 -2.72
H -1.66 0.87 -2.27
H -0.59 -0.51 -2.02
```

Output
Net charge: 0
HOMO-LUMO gap (eV): 8.735
SMILES: CC(=O)[C@H](N)[C@H](C)NO

These are the natural (NBO) partial charges, in e, on atoms 1 to 5: -0.748 -0.384 0.627 -0.558 -0.647



Which of them is the least stable? Correct choice: run two.



Run one
Below is a molecular structure, C5H12N2O2, with properties calculated with the ωB97M-V functional and the def2-TZVPD basis.

Geometry as XYZ:
```
21
Properties=species:S:1:pos:R:3
C 0.46 -0.79 -0.34
C -0.79 2.17 -0.56
C 0.20 -0.61 -1.79
C 0.41 -2.19 0.15
N -0.63 1.30 0.58
C 0.52 0.34 0.63
N 0.61 -0.01 2.06
O -1.88 0.63 0.83
O 1.66 0.63 -0.01
H -1.74 0.32 1.74
H 1.50 -0.48 2.21
H 0.73 0.88 2.53
H -1.25 1.68 -1.43
H 0.18 2.59 -0.82
H -1.45 2.99 -0.28
H 1.30 -2.48 0.70
H -0.86 -0.80 -1.99
H 0.77 -1.34 -2.37
H 0.51 0.37 -2.15
H 0.16 -2.94 -0.60
H -0.42 -2.24 0.88
```

Output
Net charge: 0
HOMO-LUMO gap (eV): 8.498

These are the natural (NBO) partial charges, in e, on atoms 1 to 5: 0.381 -0.431 -0.685 -0.705 -0.205



Run two
Below is 2 unconnected molecules or ions with the total composition C5H12N2O2, with properties calculated with the ωB97M-V functional and the def2-TZVPD basis.

Geometry as XYZ:
```
21
Properties=species:S:1:pos:R:3
C -1.30 -1.17 -0.78
C -0.74 -0.31 0.33
N -1.03 2.47 -0.89
C -1.50 -0.09 1.44
O -0.32 1.29 -0.76
H -1.19 2.60 -1.88
H -0.38 3.19 -0.56
H -0.56 -1.35 -1.57
H -2.14 -0.65 -1.25
H -1.63 -2.14 -0.41
H -1.12 0.46 2.29
H -2.47 -0.56 1.57
C 1.44 -1.63 0.53
C 0.83 -0.23 0.49
O 2.20 1.52 -0.11
N 1.36 0.52 -0.62
H 2.77 1.72 -0.87
H 1.03 0.29 1.43
H 1.35 -2.14 -0.44
H 2.50 -1.58 0.78
H 0.90 -2.23 1.27
```

Output
Net charge: 0
HOMO-LUMO gap (spin up / spin down) (eV): 7.469 / 8.329

These are the natural (NBO) partial charges, in e, on atoms 1 to 5: -0.661 0.131 -0.432 -0.496 -0.393



Which of them is the least stable? Correct choice: run two.



Run one
Below is 2 unconnected molecules or ions with the total composition C5H12N2O2, with properties calculated with the ωB97M-V functional and the def2-TZVPD basis.

Geometry as XYZ:
```
21
Properties=species:S:1:pos:R:3
C -1.00 0.32 -0.99
C -1.13 -1.56 1.46
C -0.45 -0.22 1.34
N -1.30 1.69 -0.75
O -0.79 0.82 1.88
H -0.93 2.36 -1.41
H -1.42 1.90 0.24
H -1.81 -0.35 -0.72
H -0.81 0.15 -2.04
H -0.82 -2.24 0.67
H -0.86 -2.00 2.43
H -2.21 -1.41 1.42
C 1.74 0.74 -1.24
C 0.91 -0.42 -0.74
N 1.02 -0.39 1.04
O 0.96 -1.54 -1.22
H 1.45 -1.28 1.31
H 1.54 0.41 1.40
H 1.78 0.69 -2.33
H 2.75 0.62 -0.86
H 1.38 1.72 -0.91
```

Output
Net charge: 0
HOMO-LUMO gap (eV): 7.517

These are the natural (NBO) partial charges, in e, on atoms 1 to 5: -0.353 -0.737 0.737 -0.878 -0.600



Run two
Below is 2 unconnected molecules or ions with the total composition C5H12N2O2, with properties calculated with the ωB97M-V functional and the def2-TZVPD basis.

Geometry as XYZ:
```
21
Properties=species:S:1:pos:R:3
C -1.84 1.11 0.80
C -0.70 2.06 0.59
O 0.20 1.90 -0.21
N -0.75 3.17 1.39
H -2.81 1.60 0.88
H -1.70 0.61 1.76
H -0.06 3.87 1.16
H -1.55 3.41 1.94
H -1.96 0.38 0.01
C 0.22 -1.41 -1.14
C 0.98 -2.52 -1.86
C 0.77 -1.29 0.28
O 0.41 -2.06 1.16
N 1.77 -0.39 0.50
H 0.32 -0.40 -1.55
H -0.86 -1.50 -1.00
H 1.46 -2.23 -2.79
H 2.13 -0.51 1.43
H 1.81 0.46 -0.03
H 0.39 -3.40 -2.11
H 1.77 -2.85 -1.19
```

Output
Net charge: 0
HOMO-LUMO gap (eV): 9.934
SMILES: CCC(N)=O.CC(N)=O

These are the natural (NBO) partial charges, in e, on atoms 1 to 5: -0.726 0.689 -0.646 -0.823 0.223



Run three
Below is 2 unconnected molecules or ions with the total composition C5H12N2O2, with properties calculated with the ωB97M-V functional and the def2-TZVPD basis.

Geometry as XYZ:
```
21
Properties=species:S:1:pos:R:3
C 0.48 0.60 1.02
C -0.88 -1.26 1.58
C 0.18 -0.32 -2.20
C 1.74 -0.13 1.41
N -0.71 0.08 1.04
C -1.25 -0.06 -1.68
N 0.59 1.91 0.65
O -1.53 1.27 -1.66
O -2.15 -0.89 -1.71
H -2.50 1.29 -1.53
H -0.25 2.24 0.18
H 1.44 2.18 0.18
H -0.28 -2.00 1.05
H -0.65 -1.29 2.65
H -1.93 -1.55 1.47
H 2.62 0.44 1.11
H 0.46 -1.35 -1.95
H 0.19 -0.18 -3.28
H 0.90 0.37 -1.75
H 1.76 -0.26 2.50
H 1.78 -1.10 0.93
```

Output
Net charge: 0
HOMO-LUMO gap (eV): 9.612
SMILES: C/N=C(\C)N.CC(=O)O

These are the natural (NBO) partial charges, in e, on atoms 1 to 5: 0.449 -0.438 -0.718 -0.699 -0.534



Run four
Below is 2 unconnected molecules or ions with the total composition C5H12N2O2, with properties calculated with the ωB97M-V functional and the def2-TZVPD basis.

Geometry as XYZ:
```
21
Properties=species:S:1:pos:R:3
C -0.71 -0.74 -2.28
C -1.26 2.01 -0.29
C -1.15 0.60 0.27
O -0.59 -0.22 -1.00
O -2.06 0.06 0.84
H 0.30 -1.07 -2.55
H -1.12 -0.03 -3.00
H -1.42 -1.57 -2.20
H -0.28 2.29 -0.69
H -1.96 2.04 -1.12
H -1.53 2.69 0.52
C 0.86 -1.04 2.22
N 0.66 0.06 1.28
C 1.42 -0.05 -0.03
N 1.95 -1.05 -0.59
H 0.74 0.95 1.75
H 1.63 -1.96 -0.28
H 1.73 0.96 -0.26
H 0.62 -0.71 3.24
H 1.91 -1.33 2.24
H 0.24 -1.89 1.92
```

Output
Net charge: 0
HOMO-LUMO gap (eV): 9.657
SMILES: [H]/N=C\NC.COC(C)=O

These are the natural (NBO) partial charges, in e, on atoms 1 to 5: -0.213 -0.695 0.849 -0.747 -0.565



Which of them is the least stable? Correct choice: run four.



Run one
Below is a molecular structure, C4H5OP, with properties calculated with the ωB97M-V functional and the def2-TZVPD basis.

Geometry as XYZ:
```
11
Properties=species:S:1:pos:R:3
C 1.04 0.70 0.58
C 0.79 0.81 -0.77
C 0.53 -0.72 0.61
C 0.28 -0.48 -0.88
O -3.22 0.82 0.24
P -2.80 -0.54 -0.02
H 1.42 1.34 1.35
H 0.95 1.60 -1.48
H 1.27 -1.49 0.85
H -0.37 -0.88 1.21
H 0.10 -1.16 -1.69
```

Output
Net charge: 0
HOMO-LUMO gap (spin up / spin down) (eV): 7.260 / 6.373

These are the natural (NBO) partial charges, in e, on atoms 1 to 5: -0.134 -0.254 -0.476 -0.171 -0.958



Run two
Below is a single C4H5OP molecule, with properties calculated with the ωB97M-V functional and the def2-TZVPD basis.

Geometry as XYZ:
```
11
Properties=species:S:1:pos:R:3
C 2.40 -1.06 -0.18
C 2.26 0.16 0.33
C 1.06 -0.50 -0.14
C -1.74 0.16 -0.02
O -0.67 -2.37 -0.23
P -0.45 -1.09 0.43
H 3.02 -1.88 -0.45
H 2.70 1.02 0.78
H -1.92 0.09 -1.09
H -1.42 1.16 0.26
H -2.66 -0.09 0.51
```

Output
Net charge: 0
HOMO-LUMO gap (spin up / spin down) (eV): 7.441 / 7.440

These are the natural (NBO) partial charges, in e, on atoms 1 to 5: -0.110 -0.115 -0.375 -0.971 -1.095



Which of them is the least stable? Correct choice: run one.



Run one
Below is a single H3N3OS molecule, with properties calculated with the ωB97M-V functional and the def2-TZVPD basis.

Geometry as XYZ:
```
8
Properties=species:S:1:pos:R:3
N -1.75 0.45 -0.45
N -2.65 0.08 0.49
N 0.56 -0.01 0.52
O -3.59 -0.54 0.04
S -0.33 1.28 0.01
H -1.98 0.40 -1.40
H 0.30 -0.50 1.37
H 1.30 -0.35 0.01
```

Output
Net charge: 0
HOMO-LUMO gap (eV): 10.055
SMILES: NSNN=O

These are the natural (NBO) partial charges, in e, on atoms 1 to 5: -0.610 0.237 -1.019 -0.365 0.602



Run two
Below is 2 unconnected molecules or ions with the total composition H3N3OS, with properties calculated with the ωB97M-V functional and the def2-TZVPD basis.

Geometry as XYZ:
```
8
Properties=species:S:1:pos:R:3
N 0.84 0.96 -0.47
N 1.08 -0.05 0.11
N -1.18 -0.46 0.34
O 1.95 -0.86 0.25
S -1.55 1.08 -0.04
H 1.44 1.50 -1.17
H -1.19 -1.26 -0.29
H -1.41 -0.92 1.26
```

Output
Net charge: 0
HOMO-LUMO gap (spin up / spin down) (eV): 8.198 / 7.068

These are the natural (NBO) partial charges, in e, on atoms 1 to 5: -0.437 0.353 -0.927 -0.391 0.239



Which of them is the least stable? Correct choice: run two.



Run one
Below is a gas-phase ion, C4H6N2 (charge +2), with properties calculated with the ωB97M-V functional and the def2-TZVPD basis.

Geometry as XYZ:
```
12
Properties=species:S:1:pos:R:3
C 0.47 -0.22 1.70
C 1.36 -0.22 -0.30
C -0.60 0.27 -1.70
C -0.66 0.04 0.77
N 1.60 -0.42 0.93
N -0.08 0.12 -0.53
H 0.28 -0.17 2.78
H 2.10 -0.07 -1.11
H -1.70 0.41 -1.58
H 0.02 0.16 -2.66
H -1.32 -0.91 0.88
H -1.47 0.99 0.83
```

Output
Net charge: +2
HOMO-LUMO gap (eV): 8.847
SMILES: C=[N+]1C=[N+]=CC1

These are the natural (NBO) partial charges, in e, on atoms 1 to 5: 0.451 0.466 0.255 -0.424 -0.369



Run two
Below is a molecular structure, C4H6N2, with properties calculated with the ωB97M-V functional and the def2-TZVPD basis.

Geometry as XYZ:
```
12
Properties=species:S:1:pos:R:3
C 0.28 -1.44 -0.57
C 1.00 -0.45 -0.05
C -1.21 0.15 0.09
C 0.50 1.71 0.55
N -1.09 -0.96 -0.56
N 0.16 0.55 0.32
H 0.77 -2.72 -0.91
H 2.12 -0.41 -0.08
H -2.01 0.95 0.36
H -0.24 2.31 0.96
H 1.54 1.95 0.64
H -1.82 -1.62 -0.75
```

Output
Net charge: +2
HOMO-LUMO gap (eV): 8.698

These are the natural (NBO) partial charges, in e, on atoms 1 to 5: 0.006 -0.080 0.376 0.302 -0.391



Which of them is the least stable? Correct choice: run one.